Arrangement a

2 unconnected molecules or ions with the total composition C4H12NO2. Source: the Open Molecules 2025 dataset; level of theory: the ωB97M-V functional and the def2-TZVPD basis.

Calculated values
Total charge ... -1
Orbital gap ... 7.52 eV

Each line ends with the Mulliken charge.
Positions of all 19 atoms, in Å:
C (-1.678, -0.129, -0.435)  -0.512
O (-1.300, 1.136, -0.808)  -0.897
C (-0.620, -1.217, -0.777)  -0.579
C (0.386, -1.661, 0.380)  -0.705
C (1.230, -0.427, 0.778)  -0.162
N (2.301, 0.067, -0.260)  -0.787
H (-1.890, -0.053, 0.677)  0.220
H (-2.640, -0.405, -0.929)  0.267
H (-1.311, -2.065, -1.191)  0.323
H (-0.063, -0.905, -1.717)  0.261
H (-0.165, -1.962, 1.244)  0.342
H (1.009, -2.461, -0.052)  0.314
H (1.840, -0.698, 1.805)  0.252
H (0.485, 0.447, 0.996)  0.148
H (1.712, 0.529, -0.924)  0.330
H (2.856, 0.892, 0.103)  0.249
H (-0.869, 3.715, 0.534)  0.216
H (-0.894, 2.244, 0.010)  0.464
O (-0.390, 2.955, 0.566)  -0.745

Arrangement b

2 unconnected molecules or ions with the total composition C4H12NO2. Source: the Open Molecules 2025 dataset; level of theory: the ωB97M-V functional and the def2-TZVPD basis.

Calculated values
Total charge ... -1
Orbital gap ... 6.64 eV

Each line ends with the Mulliken charge.
Positions of all 19 atoms, in Å:
C (-1.991, -0.899, -1.104)  -1.075
C (-0.781, -0.021, -1.400)  -0.663
N (-0.071, 0.406, -0.195)  -0.195
C (0.829, -0.548, 0.424)  -0.636
C (0.721, -0.343, 2.032)  -0.271
O (0.102, 0.786, 2.384)  -0.929
H (-2.713, -0.323, -0.540)  0.278
H (-1.663, -1.706, -0.446)  0.232
H (-2.407, -1.360, -1.989)  0.402
H (-0.027, -0.580, -1.959)  0.346
H (-0.970, 0.867, -2.009)  0.384
H (-0.504, 0.874, 0.631)  0.182
H (1.875, -0.429, 0.101)  0.265
H (0.539, -1.569, 0.187)  0.310
H (0.198, -1.251, 2.389)  0.190
H (1.765, -0.408, 2.379)  0.202
H (1.641, 2.571, 0.378)  0.324
H (1.453, 1.593, -0.780)  0.386
O (2.002, 2.343, -0.483)  -0.733

Arrangement c

2 unconnected molecules or ions with the total composition C4H12NO2. Source: the Open Molecules 2025 dataset; level of theory: the ωB97M-V functional and the def2-TZVPD basis.

Calculated values
Total charge ... -1
Orbital gap ... 6.57 eV

Each line ends with the Mulliken charge.
Positions of all 19 atoms, in Å:
C (-1.039, 0.444, -1.530)  -0.592
C (-1.506, -0.771, -0.661)  -0.587
N (-1.370, -0.605, 0.789)  -0.435
C (0.110, -0.338, 1.088)  -0.078
C (0.407, 1.256, 1.390)  -0.238
O (-0.699, 1.953, 1.073)  -0.854
H (-0.626, 0.135, -2.697)  0.252
H (-0.034, 0.832, -1.199)  0.149
H (-1.774, 1.325, -1.340)  0.231
H (-2.669, -0.808, -0.775)  0.283
H (-1.099, -1.768, -0.943)  0.288
H (-1.951, 0.226, 1.090)  0.324
H (0.837, -0.762, 0.413)  -0.253
H (0.433, -0.792, 2.112)  0.301
H (0.706, 1.276, 2.421)  0.319
H (1.496, 1.262, 0.753)  0.007
H (2.476, -0.898, -0.059)  0.285
H (3.004, -0.857, -1.441)  0.344
O (3.298, -1.108, -0.485)  -0.744

How do the energies compare? Relative to the most stable structure, in kcal/mol: arrangement a 6.8; arrangement b 0.0; arrangement c 48.0.